[1]
Formula: C26H56AlCl44O
Source: the Open Molecules 2025 dataset
Level of theory: ωB97M-V/def2-TZVPD

Cartesian coordinates (Å):
C 2.2224 -0.4036 2.5006
O 1.0553 0.3164 2.8986
C 0.1391 -0.4886 3.6648
C 0.5722 -0.6352 5.1597
C 0.8414 -2.1029 5.6350
Al 2.4713 -3.0267 4.8421
H 2.9566 -0.3838 3.3225
H 1.9459 -1.4353 2.2410
H 2.6468 0.0532 1.5867
H -0.1048 -1.4428 3.1579
H -0.7942 0.1062 3.6671
H -0.2515 -0.2317 5.7858
H 1.4305 0.0421 5.3054
H 0.9757 -2.0851 6.7367
H -0.0864 -2.6833 5.4622
H 3.8773 -2.3137 5.1670
H 2.5483 -4.5147 5.5039
H 2.2994 -3.2869 3.2641
C 2.5095 -5.8108 0.7012
Cl 3.3076 -4.2652 0.9776
Cl 0.9798 -5.9283 1.5796
H 2.3092 -5.9214 -0.3602
H 3.1649 -6.6034 1.0412
C 6.4760 -6.4856 -0.0310
Cl 5.3892 -7.8461 -0.3753
Cl 6.5364 -6.1196 1.6934
H 7.4730 -6.7434 -0.3719
H 6.1140 -5.6066 -0.5562
C -3.4559 -1.5692 3.2853
Cl -2.8378 -0.2682 2.2552
Cl -2.2601 -2.8566 3.4682
H -3.6845 -1.1648 4.2661
H -4.3522 -1.9746 2.8318
C 0.6548 3.3630 1.8784
Cl 1.4616 4.9110 2.1896
Cl -0.9162 3.3015 2.6768
H 0.5079 3.2537 0.8089
H 1.2709 2.5537 2.2602
C 7.4089 -3.2232 -2.0893
Cl 8.4751 -3.8506 -0.8275
Cl 5.7522 -3.8323 -1.9279
H 7.3852 -2.1453 -2.0167
H 7.7970 -3.5254 -3.0562
C -0.5568 7.0621 -0.4375
Cl -0.8894 5.4633 -1.1060
Cl 0.0681 8.1709 -1.6710
H -1.4796 7.4714 -0.0383
H 0.1804 6.9654 0.3528
C -2.5435 2.4058 -3.4743
Cl -3.5338 3.8213 -3.8655
Cl -1.2063 2.8277 -2.4002
H -3.1687 1.6646 -2.9873
H -2.1357 2.0023 -4.3948
C 7.3174 -5.8024 5.7347
Cl 8.5356 -6.7883 4.9050
Cl 6.1964 -5.0476 4.6038
H 6.7556 -6.4412 6.4079
H 7.8240 -5.0247 6.2957
C -4.2077 4.9987 3.1209
Cl -3.7609 6.0784 1.7915
Cl -5.8496 4.3687 2.9153
H -3.5143 4.1646 3.1378
H -4.1611 5.5412 4.0513
C -0.5253 6.3946 5.1590
Cl -0.6361 4.7963 5.8969
Cl -2.1211 7.0495 4.7610
H -0.0325 7.0664 5.8534
H 0.0490 6.3137 4.2416
C -2.0273 -6.0438 -1.0499
Cl -0.8337 -6.9780 -1.9575
Cl -3.1942 -5.2562 -2.1222
H -2.5606 -6.7149 -0.3857
H -1.5087 -5.2835 -0.4748
C 4.5866 -8.6625 3.4230
Cl 4.6497 -10.2951 4.1106
Cl 2.9254 -8.1153 3.1813
H 5.0810 -7.9770 4.1035
H 5.0959 -8.6679 2.4654
C -6.4011 6.0900 -4.8439
Cl -6.1048 7.0329 -6.3125
Cl -8.0251 5.3884 -4.8435
H -5.6753 5.2875 -4.7953
H -6.3004 6.7414 -3.9853
C 3.4951 -0.5973 -1.6120
Cl 2.4713 0.8209 -1.8743
Cl 4.9202 -0.1969 -0.6405
H 2.9184 -1.3524 -1.0907
H 3.8217 -0.9776 -2.5740
C -0.2950 -1.7904 -0.5703
Cl 0.8886 -2.7409 -1.4852
Cl -1.4593 -1.0064 -1.6454
H -0.8286 -2.4550 0.1014
H 0.2281 -1.0276 -0.0004
C -3.4528 8.4886 -3.1350
Cl -4.9972 9.3502 -3.2300
Cl -3.6751 6.7363 -3.1900
H -2.8345 8.7871 -3.9743
H -2.9650 8.7497 -2.2023
C -5.9625 4.0733 -8.6807
Cl -5.0219 3.3924 -7.3509
Cl -7.6384 3.5108 -8.6492
H -5.9581 5.1545 -8.5905
H -5.5107 3.7718 -9.6194
C -5.3224 -0.6187 -0.3726
Cl -5.6229 -2.2506 -0.9811
Cl -4.6526 0.4357 -1.6244
H -6.2577 -0.1952 -0.0221
H -4.6094 -0.6777 0.4405
C 8.3047 0.8526 -1.8425
Cl 8.9319 2.1739 -2.8344
Cl 9.4286 -0.5144 -1.7837
H 8.1477 1.2172 -0.8335
H 7.3645 0.5160 -2.2656
C -6.3492 -4.9716 2.1535
Cl -7.4146 -3.6090 1.7847
Cl -5.0080 -4.4814 3.1950
H -6.9242 -5.7409 2.6575
H -5.9442 -5.3551 1.2229
C 6.9481 5.2441 -4.9618
Cl 5.8204 3.9411 -5.3542
Cl 7.0483 5.5190 -3.2198
H 7.9326 4.9747 -5.3288
H 6.6067 6.1559 -5.4395
C -10.8847 1.5631 -7.2181
Cl -12.4079 2.4604 -7.2469
Cl -11.1542 -0.1799 -7.3342
H -10.2778 1.8789 -8.0593
H -10.3710 1.7764 -6.2871

Values from the calculation:
E_tot ... -21590.31044 hartree
Molar mass ... 1971.65 u
Net charge ... -1
Gap between HOMO and LUMO ... 6.55 eV
ΔE to the lowest compared entry with this formula, charge and spin ... 0.757 eV
Maximum force ... 1.273 eV Å⁻¹

***

[2]
Formula: C26H56AlFN5O2PSSbSi
Source: the Open Molecules 2025 dataset
Level of theory: ωB97M-V/def2-TZVPD

Cartesian coordinates (Å):
Al 0.7909 0.2755 0.0784
C -1.5189 -1.1802 1.9933
Si 0.1086 -1.0177 2.9451
C 0.7034 -2.6908 3.5310
C -0.0554 0.1926 4.3456
N 1.2086 -0.3568 1.7184
C 2.5659 -0.1384 2.0164
C 3.2575 -0.4919 3.1792
C 4.6053 -0.1863 3.3207
C 5.3173 0.4781 2.3300
C 4.6732 0.8504 1.1548
C 3.3540 0.5127 1.0834
F 2.5982 0.8659 -0.1179
H -2.2926 -0.5323 2.4045
H -1.8999 -2.1999 2.0422
H -1.4206 -0.9398 0.9248
H -0.1098 -3.4175 3.5352
H 1.0847 -2.6448 4.5517
H 1.5029 -3.0845 2.9006
H -0.9363 -0.0290 4.9509
H -0.1451 1.2161 3.9815
H 0.8055 0.1578 5.0141
H 2.7434 -1.0062 3.9776
H 5.1106 -0.4732 4.2321
H 6.3618 0.7150 2.4663
H 5.1730 1.3807 0.3574
N 2.5498 -3.4886 -1.1574
C 2.4323 -2.6400 -2.3422
P 0.7951 -1.8832 -2.4102
O -0.3677 -2.8107 -2.4589
O 0.7950 -0.7971 -1.3067
C 0.6984 -0.9873 -4.0403
N -0.5130 -1.5360 -4.7386
H 2.7257 -2.9200 -0.3347
H 3.3495 -4.1051 -1.2542
H 0.7385 -4.7593 -0.3253
H 2.5329 -3.2485 -3.2438
H 3.1784 -1.8365 -2.3951
H 1.5796 -1.1679 -4.6530
H 0.5834 0.0855 -3.9036
H -0.2791 -2.0226 -5.6055
H -1.1999 -0.8134 -4.9585
H -0.9219 -2.2278 -4.0585
S -0.2906 -4.5593 0.5247
C -1.3212 -5.8053 -0.0922
N -0.9456 -6.8613 -0.7888
C -2.0623 -7.8030 -0.9894
C -3.2686 -7.0005 -0.4582
N -2.6183 -5.8254 0.1464
H 0.0164 -7.1061 -0.9548
H -1.8851 -8.7090 -0.4118
H -2.1579 -8.0651 -2.0398
H -3.8374 -7.5489 0.2886
H -3.9405 -6.6816 -1.2536
H -3.1177 -5.0772 0.5978
C -2.4574 2.5544 2.1639
C -2.6405 2.6509 0.6522
C -3.3038 3.9688 0.2699
C -3.4665 1.4785 0.1270
Sb -0.6205 2.5428 -0.2125
C 0.6701 4.0610 0.7313
C 1.1068 3.4715 2.0724
C -0.0871 5.3669 0.9380
C 1.8867 4.2954 -0.1580
C -0.6621 2.8225 -2.3868
C -1.1572 4.2124 -2.7742
C -1.5803 1.7429 -2.9591
C 0.7586 2.6157 -2.9156
H -3.4432 2.4728 2.6294
H -1.9818 3.4444 2.5740
H -1.8771 1.6812 2.4645
H -4.2926 3.9924 0.7368
H -3.4581 4.0591 -0.8037
H -2.7583 4.8402 0.6219
H -4.3803 1.4091 0.7230
H -2.9515 0.5196 0.2040
H -3.7729 1.6303 -0.9065
H 0.2714 3.3493 2.7608
H 1.8179 4.1562 2.5416
H 1.6079 2.5055 1.9704
H -0.8694 5.2747 1.6897
H -0.5255 5.7511 0.0167
H 0.6187 6.1192 1.2994
H 2.3845 3.3725 -0.4610
H 2.6130 4.8852 0.4062
H 1.6326 4.8687 -1.0486
H -2.1861 4.3892 -2.4696
H -1.1190 4.3170 -3.8620
H -0.5329 5.0000 -2.3516
H -2.6184 1.8819 -2.6634
H -1.2767 0.7365 -2.6481
H -1.5516 1.8047 -4.0529
H 1.4038 3.4641 -2.7058
H 0.7196 2.5160 -4.0056
H 1.2452 1.7208 -2.5082

Values from the calculation:
E_tot ... -3059.51390 hartree
Molar mass ... 729.63 u
Net charge ... +3
Gap between HOMO and LUMO ... 8.23 eV
ΔE to the lowest compared entry with this formula, charge and spin ... 0.071 eV
Maximum force ... 0.296 eV Å⁻¹

***

> Which of these has the highest ΔE to the lowest compared entry with this formula, charge and spin?

C26H56AlCl44O